1.
Here is a cluster of 7 separate species, C23H44NO9 in total from OMol25. Energies are from the ωB97M-V functional and the def2-TZVPD basis.

```
77
Properties=species:S:1:pos:R:3:forces:R:3:lowdin_charge:R:1
C 4.021089 3.970249 -1.281693 -0.16 0.01 -0.26 -0.03
H -4.805523 -2.271302 -0.298005 -0.07 -0.03 0.02 0.09
H 2.494055 -0.255026 -1.582955 -0.14 -0.03 0.25 0.11
O -4.602023 2.601595 3.158746 -0.12 0.06 0.04 0.07
C 3.333515 -0.471528 -0.916579 0.28 0.06 0.13 -0.12
H 5.374717 6.304846 -2.117066 0.05 -0.03 0.06 0.07
H 1.781076 -2.809709 -1.253041 0.05 0.12 -0.05 0.10
H -5.582238 -2.504575 -2.828052 -0.06 -0.02 0.04 0.08
H 4.197808 -4.293447 -4.082110 -0.01 0.01 0.00 0.08
H -4.724084 0.213007 3.411156 0.00 0.15 -0.05 0.06
C 0.550140 -1.403647 -0.235144 0.21 -0.11 -0.15 -0.25
C 4.098510 -2.611291 -0.138734 -0.01 0.17 0.26 -0.12
C -3.372323 4.534521 2.535463 0.04 -0.15 0.01 -0.02
H -5.165558 -0.048239 1.726380 0.03 0.12 0.05 0.08
H -5.648267 -1.239633 2.958902 0.04 -0.03 -0.02 0.08
O -3.486350 -2.490223 2.596173 -0.05 0.06 0.02 0.04
H 0.220084 -2.981667 -4.895961 0.00 0.00 0.01 0.08
H -5.707311 5.383305 3.909268 0.01 0.06 -0.05 0.08
H 6.349952 4.903056 -2.574196 0.00 0.02 0.08 0.08
H -3.117714 5.300276 3.270429 -0.03 0.06 -0.04 0.08
H -3.543552 5.025877 1.576068 -0.01 0.07 0.03 0.09
H 2.976020 -5.558759 -4.347842 -0.02 -0.02 -0.07 0.08
H 1.748861 2.298347 5.436413 0.06 0.03 -0.05 0.08
H 5.494083 5.831890 -3.829342 -0.01 0.00 0.00 0.07
H -0.273112 -1.718136 -0.911168 -0.03 -0.11 0.00 0.12
C 5.442086 5.461671 -2.806993 -0.03 0.00 -0.15 -0.04
H -1.520584 -1.051726 1.845373 0.05 -0.01 0.02 0.06
H -2.545020 3.835344 2.440210 0.00 0.00 0.00 0.08
H -4.703993 -3.677489 -3.835878 0.01 0.00 0.01 0.08
C 0.947014 2.354220 4.698255 -0.16 -0.01 0.01 -0.03
H -5.054725 -4.005803 -0.058797 -0.07 0.06 0.02 0.09
H 0.489344 -4.736418 -4.856225 0.02 -0.03 -0.06 0.08
O 0.417815 -0.456838 0.481333 -0.16 0.35 0.26 0.06
H -6.133825 5.108834 2.215400 0.03 0.07 0.02 0.08
H 2.187281 0.917509 2.551338 0.04 0.08 -0.05 0.08
H 1.082555 -3.788042 -6.228791 0.00 -0.07 0.00 0.08
C 1.843428 0.324465 3.404418 0.00 -0.13 -0.01 -0.02
O 5.022009 0.933688 -0.042832 -0.03 0.05 0.06 -0.09
H 3.908097 4.773511 -0.549266 0.09 -0.02 0.05 0.09
C -2.410538 -0.449038 1.975627 -0.07 -0.27 -0.07 -0.02
C 0.917303 -3.776226 -5.149639 -0.02 0.12 0.07 -0.02
C -4.613965 3.794055 2.968722 0.14 0.02 -0.04 -0.49
C 1.780721 -2.272235 -0.289136 0.26 -0.10 0.23 -0.20
H 1.537136 -0.646033 3.023803 -0.01 -0.01 0.02 0.08
C 4.229908 4.562630 -2.645173 0.06 -0.02 0.12 -0.50
H -6.687297 3.967573 3.462736 0.01 0.00 0.00 0.08
N 3.043929 -1.608941 0.007284 -0.15 -0.19 -0.75 -0.17
C 3.776913 0.796844 -0.136033 0.03 0.07 -0.03 -0.71
C -4.337961 -3.253290 -0.392995 0.21 -0.08 -0.17 -0.02
C 0.695000 0.983629 4.106903 0.08 -0.12 -0.21 -0.49
O 2.883754 1.558691 0.298247 0.02 -0.15 0.07 -0.08
O 2.389083 -2.603424 -3.696821 0.01 0.01 -0.03 0.07
C -3.567729 -1.291086 2.426488 -0.01 0.09 0.02 -0.50
H -3.456536 -3.295667 0.237453 0.02 0.01 0.05 0.07
H -5.840336 -4.237015 -2.586041 -0.05 0.05 0.03 0.08
H 2.681228 0.203209 4.096817 0.04 0.08 -0.04 0.09
H 3.140085 3.335677 -1.253079 0.02 -0.01 0.04 0.07
H 3.573793 -4.611317 -5.717767 -0.04 -0.06 -0.01 0.08
H 5.067754 -2.134995 0.020783 -0.09 -0.05 0.06 0.09
H 4.878633 3.359834 -0.987191 -0.02 -0.01 0.08 0.08
O -2.827705 -3.726554 -2.178065 -0.02 -0.02 0.01 0.06
C -5.095155 -3.481105 -2.840194 0.11 -0.02 -0.07 -0.03
H 0.039818 2.723724 5.173691 0.00 -0.02 0.00 0.07
O -0.393242 0.455015 4.194361 -0.05 0.13 0.20 0.04
H -2.201850 0.325562 2.711265 -0.04 0.08 -0.03 0.07
C 2.225279 -3.548762 -4.426799 -0.04 -0.03 -0.01 -0.50
H 3.960619 -3.412470 0.595342 0.04 0.06 0.00 0.08
C -4.865021 -0.548371 2.648894 -0.12 -0.37 0.06 -0.03
H 1.626760 -3.038288 0.489764 -0.10 -0.01 -0.13 0.13
C 3.317347 -4.569290 -4.657551 0.06 0.09 0.09 -0.03
H 4.188403 -0.734465 -1.548582 -0.18 -0.10 -0.07 0.10
H 1.256654 3.042704 3.910504 0.09 -0.03 0.00 0.09
C -5.870378 4.614656 3.152022 -0.05 -0.14 0.04 -0.03
H -2.660160 0.029231 1.024718 0.02 0.08 0.04 0.09
C -3.965181 -3.508225 -1.832282 -0.03 0.02 -0.01 -0.50
H 4.095792 -3.064290 -1.147470 0.01 0.03 0.04 0.07
O 3.493806 4.355342 -3.585259 -0.01 0.03 -0.02 0.05
```
Forces are in eV/Å.

The calculation puts the HOMO energy at -0.1558 Ha. As for the net charge: -1. The calculation puts the LUMO energy at 0.0845 hartree.

2.
Here is a cluster of 10 separate species, C18H51BF4NO8 in total from OMol25. Energies are from the ωB97M-V functional and the def2-TZVPD basis.

```
83
Properties=species:S:1:pos:R:3:forces:R:3:lowdin_charge:R:1
C -1.517133 -3.186060 4.140301 2.24 -1.58 -3.35 -0.06
H -4.656133 2.424940 3.081301 0.93 -3.20 3.90 0.01
H -1.752133 -1.592060 -2.545699 -5.38 4.01 1.07 0.00
H 4.433867 -0.353060 -1.378699 -0.45 1.93 -2.02 0.13
C 4.651867 -2.092060 1.776301 -3.18 -1.40 2.03 -0.12
O 1.171867 4.007940 0.446301 -0.79 2.20 2.29 -0.11
H -3.474133 3.183940 -2.614699 -0.05 -0.66 -1.64 0.10
O -2.747133 2.217940 1.701301 5.09 -2.52 1.14 -0.09
H 3.122867 0.685940 -3.297699 -1.70 -1.31 -0.87 0.06
H -5.082133 -1.861060 -0.815699 0.10 -0.21 0.67 0.07
H 3.828867 -1.491060 1.255301 1.59 -0.44 0.48 0.08
C 5.463867 -2.992060 0.823301 -0.13 1.98 -0.86 -0.32
H -0.711133 4.417940 -1.586699 0.28 0.70 0.63 0.07
C -3.057133 2.478940 -3.411699 0.34 1.49 1.05 -0.08
H -3.725133 2.806940 0.283301 -0.49 3.28 -4.77 0.06
H 2.572867 1.988940 2.825301 -1.67 2.41 1.58 0.07
F -0.979133 0.184940 1.210301 -0.61 -0.55 1.05 0.13
F 1.147867 -0.768060 1.018301 -0.23 0.22 0.09 0.13
H -1.136133 -1.317060 3.365301 -1.55 3.05 -0.28 0.07
H 4.036867 1.288940 2.935301 3.51 0.61 0.08 0.05
H -0.974133 -4.126060 4.254301 0.14 -0.10 -0.22 0.08
O -3.863133 0.416940 -2.453699 -1.62 2.89 -5.67 -0.01
C 0.284867 4.051940 -1.815699 0.49 -2.06 -0.93 -0.07
H -4.103133 -2.805060 -1.758699 0.45 -0.55 1.30 0.08
H 3.025867 0.808940 -1.071699 2.88 0.04 -1.02 0.15
H 6.157867 -2.170060 0.659301 1.10 -0.49 -1.45 0.08
H -5.867133 2.647940 1.858301 -2.33 -0.36 -0.04 0.04
H 6.086867 1.249940 -1.351699 1.56 0.65 -1.11 0.05
C -4.914133 2.817940 2.219301 1.19 3.37 -4.56 -0.03
H -2.033133 0.598940 -3.195699 1.06 -1.08 -2.25 0.08
H 4.989867 -3.334060 -0.234699 0.57 0.89 2.77 0.16
H -1.587133 -1.970060 -4.974699 1.41 -2.02 1.74 0.11
C 2.739867 0.075940 3.920301 -1.11 -0.13 1.03 -0.18
H 6.572867 -4.379060 0.756301 3.58 -3.07 -4.78 -0.02
H -3.589133 0.154940 -1.682699 0.98 -3.69 7.55 -0.08
C 3.054867 1.084940 2.848301 0.61 -0.58 8.76 -0.02
F 0.806867 1.457940 0.836301 0.81 1.25 0.82 0.17
H -2.201133 -2.756060 0.251301 -2.95 1.23 0.11 0.16
C 5.179867 1.688940 -1.039699 -1.28 -2.84 0.78 -0.08
H -2.103133 1.472940 1.365301 -2.11 2.23 0.84 0.11
H -0.483133 -3.461060 -4.788699 0.88 -0.23 0.64 0.04
H -2.237133 -3.457060 -4.287699 1.47 0.04 -0.36 0.06
H 5.170867 -1.529060 2.638301 -0.02 -0.50 -2.07 0.10
C -1.229133 -2.367060 -2.743699 7.88 -4.82 -4.33 -0.24
C -2.718133 1.201940 -2.692699 0.62 0.48 -0.71 -0.33
C -4.348133 -2.678060 -0.663699 -1.58 -0.24 -1.05 -0.12
H 5.298867 1.543940 0.054301 -0.90 0.21 -0.44 0.08
H -3.452133 2.549940 -4.446699 -1.18 -0.95 1.03 0.08
H -2.440133 -3.433060 3.633301 -0.02 0.48 -0.78 0.07
H 2.359867 3.649940 -0.907699 -0.71 -0.45 -2.24 0.12
H -2.139133 2.907940 -3.718699 1.65 0.79 0.41 0.03
H -4.945133 -3.549060 -0.214699 1.12 1.02 -0.87 0.09
H -4.810133 3.859940 2.538301 0.01 0.46 -0.94 0.08
C -1.227133 -2.902060 -4.262699 -6.09 2.70 0.15 -0.08
H 4.012867 -2.745060 2.433301 0.22 0.24 -0.60 0.07
H -4.358133 1.386940 0.906301 -0.98 -2.93 -1.22 0.07
C -3.286133 -2.163060 0.273301 2.47 -0.40 0.43 -0.28
O 0.080867 -1.659060 -2.749699 -1.51 2.69 3.46 -0.18
H 0.288867 -1.926060 1.904301 0.81 0.95 -0.83 0.00
H -3.728133 -2.260060 1.321301 0.89 0.45 -1.08 0.12
H -0.178133 -0.892060 -2.025699 2.05 -2.76 -2.66 0.11
H -1.748133 -2.934060 5.048301 -1.64 1.51 5.49 0.00
C -0.559133 -2.116060 3.605301 -0.34 -3.06 0.13 -0.30
C 1.448867 4.306940 -0.906699 -0.47 -5.95 2.39 -0.31
F 0.073867 0.139940 -0.711699 -0.79 -0.37 -4.21 0.23
H 0.102867 2.918940 -1.901699 0.53 1.54 -0.14 0.09
H -1.965133 1.323940 -1.843699 -1.87 0.69 0.17 0.13
H 0.229867 -1.876060 4.311301 0.02 0.03 0.29 0.09
H 0.796867 3.160940 0.717301 0.15 -0.02 -1.18 0.05
H -1.138133 -3.178060 -2.018699 -0.64 0.10 0.01 0.11
N 2.484867 -0.622060 4.825301 0.78 1.51 -2.20 0.13
C -3.949133 2.299940 1.085301 -1.49 -0.05 5.74 -0.31
O -3.015133 -0.777060 -0.110699 0.00 -0.86 0.56 -0.13
H 2.821867 0.882940 1.988301 -2.09 -3.80 -9.27 -0.05
O -0.061133 -2.628060 2.415301 0.14 -1.73 -0.21 -0.06
O 6.163867 -4.065060 1.456301 -3.80 2.82 4.47 -0.03
O 3.781867 1.225940 -2.942699 2.52 0.90 -0.78 -0.04
H -2.204133 -0.438060 0.331301 -0.73 -0.67 -0.16 0.05
H 1.968867 5.148940 -0.951699 1.01 4.66 -0.11 0.06
B 0.257867 0.239940 0.570301 1.42 -0.25 2.39 -1.39
H 4.879867 2.646940 -1.307699 0.43 2.00 -0.38 0.04
C 4.125867 0.767940 -1.702699 -3.14 -1.61 5.92 -0.37
H 0.612867 4.469940 -2.757699 -0.40 -0.22 -0.78 0.06
```
Forces are in eV/Å.

The value obtained for the relative energy (zero: lowest compared OMol25 entry of this formula, charge and spin) is 2.7464 eV. The calculation puts the HOMO energy at -0.2561 Ha. As for the net charge: -1. The calculation puts the LUMO energy at 0.0948 hartree.

3.
Here is an isolated molecule of C8H14N2S from OMol25. Energies are from the ωB97M-V functional and the def2-TZVPD basis.

```
25
Properties=species:S:1:pos:R:3:forces:R:3:nbo_charge:R:1
H 1.910362 -1.683246 2.299817 -0.13 1.25 -0.08 0.22
C 0.958481 -0.868795 0.506872 0.75 0.63 -1.68 -0.03
C -1.398022 -0.201238 1.486614 4.14 -1.30 -3.10 0.22
C -2.556219 2.715431 -0.917708 1.21 -2.08 2.63 -0.62
C -1.754692 1.528230 -0.365147 -0.47 0.08 0.75 -0.27
H -2.037712 -1.010713 3.045931 0.56 -0.46 -0.63 0.36
H 1.220042 0.755826 -1.612450 2.29 -1.39 -0.44 0.22
H 2.084551 0.211224 2.040560 -0.08 -1.37 -0.10 0.21
H 0.558120 -0.460308 2.635558 1.65 -0.86 -0.97 0.26
H -0.157887 -2.592267 0.742188 -1.74 -1.05 1.55 0.23
N -1.267458 -1.123513 2.351106 -1.61 0.78 0.81 -0.75
N -0.221364 -0.036058 0.339010 -3.02 -0.17 3.22 -0.42
C -0.505545 1.000329 -0.514629 -1.80 0.04 -0.40 0.17
C 0.415532 1.381909 -1.605110 -1.95 3.67 -1.49 -0.64
H 0.207865 -2.440122 -0.945748 0.51 0.64 1.15 0.20
H 1.414609 -2.975008 0.182940 1.27 -0.82 0.38 0.21
C 0.604157 -2.311324 0.114114 0.00 1.36 -2.50 -0.61
H -3.297475 3.120624 -0.244837 -0.49 -0.53 0.17 0.22
H -0.072864 1.454797 -2.636844 0.45 -0.71 1.40 0.23
C 1.443003 -0.718066 1.962058 0.11 0.93 0.64 -0.64
S -2.554370 0.891993 1.022745 -1.71 0.58 0.50 0.39
H -2.889902 2.523865 -1.852198 -1.27 -0.26 -2.96 0.21
H -1.818598 3.399526 -0.871465 2.22 3.16 -0.79 0.22
H 0.742216 2.473988 -1.502108 -0.05 -1.45 0.28 0.23
H 1.710471 -0.464775 -0.281458 -0.85 -0.70 1.64 0.19
```
Forces are in eV/Å.

Its structure (SMILES) is [H]/N=c1\sc(C)c(C)n1C(C)C. The value obtained for the relative energy (zero: lowest compared OMol25 entry of this formula, charge and spin) is 2.8509 eV. The calculation puts the HOMO energy at -0.2625 Ha. The calculation puts the LUMO energy at 0.0284 hartree.

4.
Here is a structure of composition AsF6H20O10 from OMol25. Energies are from the ωB97M-V functional and the def2-TZVPD basis.

```
37
Properties=species:S:1:pos:R:3:forces:R:3:nbo_charge:R:1
H 1.291018 4.745415 3.505043 0.06 0.00 -0.03 0.46
F 0.878156 -0.027243 1.058749 0.13 -0.22 0.17 -0.65
H 2.633687 -1.485200 -2.729983 0.03 -0.04 0.08 0.46
O 3.197593 2.373261 -2.099361 0.09 -0.05 -0.09 -0.96
H -1.349619 -3.334368 2.838829 -0.06 0.04 0.02 0.47
O -3.255841 -0.797331 -2.851874 -0.27 0.22 -0.04 -0.97
H 2.144795 1.667755 1.424030 -0.09 -0.02 -0.05 0.49
As -0.382690 0.425018 -0.048970 -0.59 0.33 -0.23 2.85
H 1.321818 -2.169079 -3.068513 -0.09 -0.10 -0.18 0.49
F -1.546107 -0.470081 0.886090 0.14 -0.05 0.21 -0.64
H -2.777376 -0.045713 -2.479661 0.24 -0.05 0.00 0.49
H 0.820944 3.518001 2.749044 0.13 0.03 -0.17 0.49
H 3.743427 -1.062525 -0.364842 0.05 0.04 0.02 0.46
H -0.978564 -0.400386 3.673991 0.03 -0.07 -0.01 0.47
H -3.339945 -0.527899 0.118132 -0.21 -0.01 0.25 0.48
O -0.550799 -2.904267 2.522549 0.07 0.02 0.09 -0.95
H -2.887752 -0.904775 -3.732827 0.14 -0.08 0.01 0.48
H -4.239695 -0.356636 -1.062840 -0.28 -0.19 -0.10 0.47
F 0.803419 1.298326 -0.968734 0.08 -0.15 -0.22 -0.65
O -1.844985 -0.208127 4.045866 0.05 0.02 0.15 -0.94
F -1.639755 0.893545 -1.146815 -0.01 0.01 -0.24 -0.64
O 0.535925 4.400095 3.022765 -0.14 -0.02 0.14 -0.95
H 2.912310 1.693217 2.731532 0.02 -0.05 0.00 0.47
H -0.861896 -2.071107 2.150722 -0.07 -0.01 -0.19 0.48
H -1.950531 0.739147 3.916785 -0.06 0.02 -0.10 0.47
O -4.278903 -0.504578 -0.112924 0.19 0.08 -0.01 -0.96
O 2.545285 2.273687 2.058645 -0.02 0.07 0.10 -0.96
F -0.684755 1.844731 0.861208 0.01 0.11 0.37 -0.62
O 3.141172 -1.601483 0.155486 0.13 0.02 -0.13 -0.95
H 2.946987 3.256593 -1.816860 -0.01 0.02 0.06 0.47
H 2.421290 1.837619 -1.897808 -0.03 0.04 0.02 0.49
H 2.324796 -1.090228 0.194555 -0.07 -0.06 0.13 0.48
F -0.110154 -1.007711 -0.988291 0.31 -0.03 -0.05 -0.64
H -1.507079 -3.207688 -3.378205 -0.01 -0.05 0.03 0.47
O 2.237442 -2.091710 -3.361021 0.05 0.07 -0.02 -0.95
O -0.868171 -2.490533 -3.364777 0.21 -0.05 0.06 -0.96
H -0.845433 -2.207749 -2.439712 -0.17 0.15 -0.06 0.49
```
Forces are in eV/Å.

The value obtained for the relative energy (zero: lowest compared OMol25 entry of this formula, charge and spin) is 0.1237 eV. The calculation puts the HOMO energy at -0.3004 Ha. As for the net charge: -1. The calculation puts the LUMO energy at 0.0976 hartree.

5.
Here is a cluster of 2 separate species, C3H9N2O2S in total from OMol25. Energies are from the ωB97M-V functional and the def2-TZVPD basis.

```
17
Properties=species:S:1:pos:R:3:forces:R:3:nbo_charge:R:1
H 2.613904 0.518638 0.895970 -0.62 0.10 -0.65 0.16
H 1.416253 1.666985 0.184969 -0.12 -1.01 -0.14 0.22
H -2.415716 1.392492 1.287799 -0.29 0.39 0.48 0.37
O -3.811654 -0.156261 -0.043766 -2.14 -0.66 -0.14 -1.03
H 1.565082 -2.144373 -1.359989 -1.13 -0.55 -0.56 0.20
N -1.994719 1.353049 0.374219 1.06 0.32 -0.74 -0.75
H 0.768047 -0.074154 -1.327959 0.46 0.74 0.29 0.36
H 0.457712 -1.882229 0.238011 0.98 0.28 -1.64 0.22
C 1.365143 -1.614006 -0.444605 1.30 -3.71 3.37 -0.43
H 2.245178 -2.085255 0.143507 -0.84 1.03 -0.32 0.15
H 0.906939 0.126756 1.110377 0.10 1.28 0.26 0.18
S -2.398341 -0.310643 -0.295135 1.93 0.29 1.58 1.60
H -0.957263 1.720703 -1.061340 0.55 0.45 -0.85 0.07
C 1.615118 0.585996 0.368155 0.13 0.69 3.94 -0.41
O -1.692924 -1.090915 0.771560 -0.50 0.00 -0.93 -1.04
C -1.230615 2.268951 -0.147243 -0.65 -0.72 0.60 -0.19
N 1.547852 -0.275741 -0.694532 -0.23 1.10 -4.55 -0.65
```
Forces are in eV/Å.

The value obtained for the relative energy (zero: lowest compared OMol25 entry of this formula, charge and spin) is 4.7666 eV. The calculation puts the HOMO energy at -0.1464 Ha. As for the net charge: -1. The calculation puts the LUMO energy at 0.1385 hartree.

Number 1: strongest force on any atom 0.79 eV/Å, molar mass 478.603 g mol⁻¹, calculated total energy -44482.729 eV. Number 2: strongest force on any atom 10.24 eV/Å, molar mass 496.409 g mol⁻¹, calculated total energy -48906.183 eV. Number 3: strongest force on any atom 5.33 eV/Å, molar mass 170.281 g mol⁻¹, calculated total energy -22336.018 eV. Number 4: strongest force on any atom 0.71 eV/Å, molar mass 369.060 g mol⁻¹, calculated total energy -97950.887 eV. Number 5: strongest force on any atom 5.18 eV/Å, molar mass 137.184 g mol⁻¹, calculated total energy -21165.441 eV.